{"formula": "C4H4BeO2", "method": "ωB97M-V/def2-TZVPD", "symbols": ["H", "O", "C", "C", "C", "C", "H", "H", "H", "O", "Be"], "xyz": [[0.797455, -0.378940, 1.386709], [2.786215, 1.472755, -1.459219], [1.786004, 0.916196, -1.316692], [0.624965, 0.278901, -1.189090], [-0.204321, -0.269415, 0.971794], [-1.259499, -1.038868, 1.196547], [0.312705, -0.482241, -1.901279], [-2.215130, -0.894953, 0.689420], [-1.166367, -1.840717, 1.928338], [-0.239288, 0.635768, -0.110299], [-1.222740, 1.601518, -0.196233]], "forces_ev_per_a": [[-0.23, 0.23, -0.10], [-1.98, -1.22, 0.31], [2.49, 1.64, -0.17], [-0.03, -0.03, -1.75], [-0.05, -2.37, 1.82], [0.28, 0.53, 0.04], [-0.14, 0.05, 0.47], [0.13, -0.34, -0.10], [-0.23, 0.32, 0.10], [1.28, -0.56, -0.32], [-1.53, 1.75, -0.30]], "charge": 2, "e_tot_ev": -8684.121, "max_force_ev_per_a": 2.99}

=====

{"formula": "C4H4Br12", "method": "ωB97M-V/def2-TZVPD", "symbols": ["C", "Br", "Br", "Br", "H", "C", "Br", "Br", "Br", "H", "C", "Br", "Br", "Br", "H", "C", "Br", "Br", "Br", "H"], "xyz": [[1.190399, 3.797882, 1.536473], [1.757197, 2.054396, 0.894241], [1.209954, 5.186089, 0.193082], [2.348172, 4.281827, 3.060080], [0.200543, 3.666944, 1.948066], [-4.384875, -1.450245, 0.307752], [-4.838592, -3.128999, 1.199769], [-5.014873, 0.069283, 1.287508], [-5.061224, -1.421636, -1.528450], [-3.312896, -1.404149, 0.199672], [-0.240288, -0.880016, 0.590853], [-1.434825, -0.199969, 1.955378], [-0.956139, -0.330976, -1.155012], [-0.192139, -2.841566, 0.647763], [0.777753, -0.542364, 0.685875], [3.748208, -1.444641, -2.330164], [3.254535, -0.660499, -0.634905], [4.348517, -0.144432, -3.636513], [2.133818, -2.367220, -3.021285], [4.466755, -2.239709, -2.200182]], "forces_ev_per_a": [[0.78, -0.03, 0.61], [-0.13, 0.55, -0.22], [-0.08, -0.51, 0.29], [-0.46, -0.03, -0.51], [-0.10, 0.17, -0.17], [-0.53, -0.46, -0.46], [0.20, 0.55, -0.27], [0.01, -0.07, -0.01], [0.12, -0.05, 0.47], [0.11, 0.04, 0.22], [-1.13, -0.82, -0.61], [0.67, -0.04, -0.05], [0.46, -0.05, 0.48], [0.08, 0.61, 0.07], [-0.06, 0.25, 0.16], [-1.40, -0.11, -0.63], [0.59, -0.08, -0.18], [0.02, -0.37, 0.54], [0.60, 0.22, 0.12], [0.27, 0.26, 0.14]], "charge": 0, "e_tot_ev": -844721.111, "max_force_ev_per_a": 1.54}

=====

{"formula": "C4H4Br12", "method": "ωB97M-V/def2-TZVPD", "symbols": ["C", "Br", "Br", "Br", "H", "C", "Br", "Br", "Br", "H", "C", "Br", "Br", "Br", "H", "C", "Br", "Br", "Br", "H"], "xyz": [[-2.304160, -5.588918, 1.678173], [-0.340669, -5.325819, 1.274903], [-3.275969, -4.798209, 0.193943], [-3.040149, -4.810259, 3.396083], [-2.461979, -6.666549, 1.634353], [1.959311, -1.187849, 6.876003], [1.886871, -3.180658, 6.696443], [3.844601, -0.762819, 7.437383], [0.829831, -0.581229, 8.434493], [1.762821, -0.845779, 5.859893], [2.053131, 5.185771, -7.585757], [1.215041, 6.921581, -7.808827], [3.651311, 5.474021, -6.387517], [2.678441, 4.455841, -9.227967], [1.364321, 4.468282, -7.139837], [-1.999129, 1.253391, -1.116617], [-1.083549, 1.299791, 0.667713], [-0.898319, 1.796841, -2.589227], [-3.431339, 2.643811, -1.078727], [-2.410409, 0.248751, -1.214907]], "forces_ev_per_a": [[0.34, 0.83, -0.16], [-1.40, -0.13, 0.82], [0.06, -0.24, 0.33], [1.03, -0.81, -1.37], [-0.03, 0.37, 0.38], [1.11, -1.30, 1.76], [-0.23, 1.13, 0.10], [-1.14, -0.02, -0.74], [0.52, -0.37, -1.77], [-0.27, 0.57, 0.64], [1.01, 0.67, 0.62], [-0.09, -0.54, -0.01], [-1.06, -0.42, -0.46], [-0.11, -0.10, -0.26], [0.24, 0.39, 0.11], [-0.25, 1.38, 1.01], [-0.38, -0.15, -1.24], [0.31, -0.62, 0.21], [0.26, -1.01, 0.22], [0.06, 0.40, -0.20]], "charge": 0, "e_tot_ev": -844719.976, "max_force_ev_per_a": 2.46}

=====

{"formula": "C4H4BrClF2O", "method": "ωB97M-V/def2-TZVPD", "symbols": ["O", "C", "C", "F", "F", "C", "Br", "C", "Cl", "H", "H", "H", "H"], "xyz": [[-2.363223, -0.885040, 1.518836], [-1.656388, -1.141086, 0.638443], [-1.038009, -0.247783, -0.309639], [-1.455848, 1.000550, -0.612027], [-0.842013, -0.881316, -1.566632], [0.666580, 0.060725, 0.436013], [1.765980, -1.476318, 0.292494], [1.266525, 1.154196, -0.447523], [2.895207, 1.591487, -0.033108], [-1.339766, -2.234370, 0.560904], [0.331098, 0.194010, 1.483172], [0.624783, 1.971528, -0.434259], [1.145070, 0.893421, -1.526669]], "forces_ev_per_a": [[-2.61, 1.95, 3.06], [0.98, -3.74, -1.41], [5.33, 1.49, -2.85], [-0.77, -0.92, 0.81], [-0.42, 0.68, 2.04], [-3.00, -0.69, -1.50], [-0.05, -0.69, 0.19], [-1.05, -1.33, -0.70], [0.47, 0.26, 0.08], [0.26, 1.03, -0.67], [0.89, 0.59, -0.59], [-0.78, 1.91, 0.72], [0.74, -0.52, 0.82]], "smiles": "O=CC(F)(F)[C@@H](Br)CCl", "charge": 0, "e_tot_ev": -94258.179, "max_force_ev_per_a": 6.23}

=====

{"formula": "C4H4BrN", "method": "ωB97M-V/def2-TZVPD", "symbols": ["Br", "C", "C", "C", "N", "C", "H", "H", "H", "H"], "xyz": [[2.009216, 2.810699, 1.055513], [0.889155, 1.414220, 0.702828], [0.408765, 0.980734, -0.442549], [-0.151671, -0.399368, -0.324985], [-0.279842, -0.738322, 1.017887], [0.209324, 0.137627, 1.746879], [0.496349, 1.403534, -1.345395], [-0.989328, -0.501117, -0.998459], [0.294301, -1.292310, -0.754276], [0.331043, 0.126337, 2.844537]], "forces_ev_per_a": [[0.18, 0.66, 0.37], [-2.28, -3.34, 2.17], [0.86, -2.07, 1.88], [-0.50, 0.16, -1.79], [-1.30, -0.63, 1.55], [2.59, 3.05, -0.45], [0.51, 1.65, -3.19], [-1.54, 0.26, 0.61], [1.67, 0.30, -0.41], [-0.19, -0.03, -0.73]], "smiles": "BrC1=CCN=C1", "charge": 0, "e_tot_ev": -75742.841, "max_force_ev_per_a": 4.59}

=====

{"formula": "C4H4BrN", "method": "ωB97M-V/def2-TZVPD", "symbols": ["C", "C", "C", "C", "N", "Br", "H", "H", "H", "H"], "xyz": [[1.276693, 1.343463, 0.112470], [-1.158313, 0.811521, -0.105778], [0.026149, 0.230966, -0.087325], [0.356569, -1.260115, 0.028512], [2.190100, 2.008383, 0.034711], [-2.801283, -0.097648, 0.034627], [-1.402086, 1.910339, -0.166753], [-0.006496, -1.740095, -0.816828], [0.064682, -1.748704, 0.907445], [1.453981, -1.458107, 0.058919]], "forces_ev_per_a": [[-5.44, -5.34, 0.05], [-9.66, 5.27, -0.49], [11.60, -1.88, 0.91], [2.49, 2.61, -0.05], [2.23, 1.87, -0.18], [0.82, -0.03, 0.35], [0.85, -1.55, -0.15], [-1.00, -1.13, -1.52], [-1.27, -0.48, 1.44], [-0.63, 0.67, -0.36]], "multiplicity": 3, "charge": 0, "e_tot_ev": -75739.317, "max_force_ev_per_a": 11.78}

=====

{"formula": "C4H4BrN", "method": "ωB97M-V/def2-TZVPD", "symbols": ["C", "C", "C", "C", "N", "Br", "H", "H", "H", "H"], "xyz": [[-0.542929, 0.417647, 0.692730], [0.341310, -0.053291, -0.166238], [-1.632692, 1.085833, -1.061984], [1.480903, -0.937357, 0.099587], [-1.591537, 1.131012, 0.201529], [-3.058801, 1.446043, -2.127062], [-0.372562, 0.511920, 1.700413], [1.372681, -1.730805, 0.860049], [2.303302, -0.392252, 0.510330], [1.700323, -1.478750, -0.709353]], "forces_ev_per_a": [[2.38, -0.24, -1.88], [0.43, -1.56, 2.57], [-1.00, 0.79, 2.18], [-0.60, 0.92, 2.84], [-2.16, 0.88, -3.70], [-0.87, 0.41, -0.72], [0.31, -0.35, 2.46], [-0.96, 0.37, 0.06], [0.96, 0.57, -0.38], [1.52, -1.79, -3.44]], "multiplicity": 3, "charge": 0, "e_tot_ev": -75738.947, "max_force_ev_per_a": 4.37}

=====

{"formula": "C4H4CeCl2O4Ti", "method": "ωB97M-V/def2-TZVPD", "symbols": ["Ti", "Ce", "Cl", "Cl", "C", "C", "C", "O", "O", "O", "C", "O", "H", "H", "H", "H"], "xyz": [[0.684020, 3.040425, -1.915400], [-0.510065, -0.609621, 0.048100], [1.170421, 4.131489, -0.084304], [1.204952, 0.716791, -1.568147], [-1.018127, -2.463649, -1.263264], [-1.077861, 3.004111, -1.278490], [-0.993879, 2.990587, -2.842451], [-1.455604, -3.451374, -1.736151], [-2.055316, 2.999072, -0.562124], [-1.907478, 2.905216, -3.636184], [0.807536, -2.470780, 2.689720], [0.991109, -1.422149, 1.721775], [-0.241675, -2.424595, 2.968275], [1.416880, -2.291665, 3.578636], [1.047433, -3.451315, 2.247913], [1.937655, -1.202544, 1.632096]], "forces_ev_per_a": [[4.72, 1.16, 0.99], [1.42, 2.03, 3.44], [-0.47, -0.64, -1.16], [-0.36, 0.03, 0.12], [-3.74, -9.80, -5.19], [-6.88, 0.37, 8.85], [-7.23, -0.40, -10.23], [2.97, 6.58, 3.05], [4.77, -0.17, -4.12], [5.34, 0.60, 5.05], [-0.42, -1.79, 1.19], [-0.13, 1.66, -2.40], [-0.10, -0.14, 0.21], [-0.03, 0.15, -0.18], [0.01, 0.45, 0.13], [0.11, -0.08, 0.25]], "multiplicity": 3, "charge": 4, "e_tot_ev": -73439.180, "max_force_ev_per_a": 12.53}